P | A gas-phase ion, C5H9N4S (charge +1), computed with ωB97M-V/def2-TZVPD.

Computed properties:
* HOMO-LUMO gap: 7.40 eV
* lowest unoccupied orbital energy: -4.16 eV
* charge: +1
* structure (SMILES): CSc1cn[nH]c1/[NH+]=C/N

Each line ends with the natural charge from an NBO analysis.
Geometry (Å):
C (3.40899, 1.03509, 0.00762)  -0.72
S (1.63602, 1.38120, -0.00767)  0.26
C (0.96655, -0.22597, -0.00623)  -0.27
C (1.58407, -1.49569, -0.00125)  -0.06
N (0.68251, -2.44781, 0.00049)  -0.19
N (-0.50962, -1.87464, -0.00221)  -0.33
C (-0.40023, -0.51593, -0.00723)  0.22
N (-1.43307, 0.40231, -0.00947)  -0.48
C (-2.72470, 0.18803, 0.00336)  0.38
N (-3.61935, 1.16135, 0.00019)  -0.71
H (3.90326, 2.00194, 0.02097)  0.25
H (3.67840, 0.49028, -0.89196)  0.23
H (3.65926, 0.47534, 0.90355)  0.23
H (2.62594, -1.73798, 0.00032)  0.24
H (-1.33058, -2.45903, -0.00544)  0.42
H (-1.08991, 1.36244, -0.02167)  0.44
H (-3.08830, -0.83102, 0.01837)  0.23
H (-4.60592, 0.95709, 0.01136)  0.44
H (-3.34331, 2.13299, -0.01309)  0.43


Q | A gas-phase ion, C5H9N4S (charge +1), computed with ωB97M-V/def2-TZVPD.

Computed properties:
* HOMO-LUMO gap: 9.47 eV
* lowest unoccupied orbital energy: -3.69 eV
* charge: +1

Each line ends with the natural charge from an NBO analysis.
Geometry (Å):
C (1.85170, -1.11847, -0.28837)  -0.38
C (3.03725, 0.91518, 0.35075)  -0.07
C (1.08746, -0.09048, 0.09494)  -0.01
C (-2.40483, -1.50444, 0.24474)  -0.41
C (-0.40252, -0.07853, 0.11324)  0.50
N (1.76753, 1.01830, 0.49490)  -0.42
N (-0.46240, 2.30715, -0.19765)  -0.64
N (-1.07123, 0.97965, -0.11664)  -0.36
N (-1.00998, -1.24381, 0.20689)  -0.51
S (3.53584, -0.69610, -0.21679)  0.47
H (1.62876, -2.16350, -0.65399)  0.26
H (3.77851, 1.62862, 0.68951)  0.25
H (-2.69747, -2.40062, 0.69446)  0.24
H (-2.74005, -0.63406, 0.72025)  0.20
H (-2.90971, -1.59817, -0.80066)  0.21
H (-2.06102, 1.29047, 0.05694)  0.45
H (-1.03204, 3.06196, -0.67341)  0.39
H (0.44481, 2.30162, -0.65399)  0.39
H (-0.34062, -1.97475, -0.06512)  0.41


Pick P: it beats the second-best structure by 1.339 eV.


P | 2 unconnected molecules or ions with the total composition CH7NO, computed with ωB97M-V/def2-TZVPD.

Computed properties:
* HOMO-LUMO gap: 10.18 eV
* lowest unoccupied orbital energy: 0.84 eV
* structure (SMILES): CN.O

Each line ends with the natural charge from an NBO analysis.
Geometry (Å):
C (0.73590, 0.44481, -0.04024)  -0.41
N (1.60960, -0.73968, -0.15824)  -0.83
H (-0.22094, 0.31481, -0.53321)  0.17
H (0.56805, 0.89303, 0.90703)  0.17
H (1.22895, 1.21987, -0.61738)  0.18
H (2.47521, -0.55655, 0.35152)  0.36
H (1.03439, -1.49912, 0.19565)  0.36
O (-2.43640, -0.46013, -0.08458)  -0.91
H (-2.05161, 0.27107, -0.52023)  0.45
H (-2.94315, 0.11189, 0.49968)  0.46


Q | 2 unconnected molecules or ions with the total composition CH7NO, computed with ωB97M-V/def2-TZVPD.

Computed properties:
* HOMO-LUMO gap: 10.28 eV
* lowest unoccupied orbital energy: 1.16 eV
* structure (SMILES): CN.O

Each line ends with the natural charge from an NBO analysis.
Geometry (Å):
C (-1.96291, 3.21957, 0.49615)  -0.43
N (-0.82802, 2.90734, 1.34273)  -0.83
H (-2.31419, 2.34884, -0.23733)  0.17
H (-1.62567, 3.89561, -0.36465)  0.19
H (-2.94915, 3.55112, 0.84296)  0.20
H (-0.06774, 3.42380, 1.15837)  0.35
H (-1.01799, 3.03249, 2.30716)  0.36
O (2.66472, -5.55932, -1.58174)  -0.93
H (1.88274, -5.53350, -1.04230)  0.46
H (2.34788, -5.91265, -2.38629)  0.46


R | 2 unconnected molecules or ions with the total composition CH7NO, computed with ωB97M-V/def2-TZVPD.

Computed properties:
* HOMO-LUMO gap: 9.95 eV
* lowest unoccupied orbital energy: 1.00 eV
* structure (SMILES): NO.C

Each line ends with the natural charge from an NBO analysis.
Geometry (Å):
N (-2.13520, 0.28621, -0.16706)  -0.52
O (-1.38197, -0.80194, 0.02355)  -0.58
H (-2.90805, 0.28456, 0.52661)  0.33
H (-1.55924, 1.05354, 0.24837)  0.30
H (-0.66636, -0.66597, -0.65474)  0.46
C (1.70570, -0.04195, -0.02261)  -0.87
H (2.41157, 0.47282, 0.62124)  0.22
H (1.05611, 0.70800, -0.40670)  0.20
H (1.16040, -0.88833, 0.62843)  0.23
H (2.31703, -0.40695, -0.79708)  0.21


Pick P: it beats the second-best structure by 0.296 eV.


P | C2H6P2S in the gas phase, computed with ωB97M-V/def2-TZVPD.

Computed properties:
* HOMO-LUMO gap: 9.55 eV
* lowest unoccupied orbital energy: 0.89 eV
* structure (SMILES): P[C@@H]1S[C@H]1P

Each line ends with the natural charge from an NBO analysis.
Geometry (Å):
P (-2.06314, -1.18470, -0.47222)  0.32
C (-0.53371, 0.02818, -0.61766)  -0.55
S (0.88173, -0.19000, -1.80187)  0.09
C (0.72801, -0.45246, 0.00478)  -0.60
P (1.92399, 0.76139, 0.81918)  0.34
H (-2.06404, -0.65766, 0.76863)  -0.04
H (-1.38636, -2.28229, 0.03349)  -0.04
H (-1.07503, 1.01681, -0.74084)  0.26
H (0.65498, -1.56281, 0.40017)  0.26
H (1.68975, 0.02440, 2.05761)  -0.03
H (0.98186, 1.80143, 1.04208)  -0.02


Q | C2H6P2S in the gas phase, computed with ωB97M-V/def2-TZVPD.

Computed properties:
* HOMO-LUMO gap (alpha / beta): 7.11 / 7.11 eV
* lowest unoccupied orbital energy (alpha / beta): -0.44 / -0.44 eV
* structure (SMILES): C=[PH]=PSC

Each line ends with the natural charge from an NBO analysis.
Geometry (Å):
C (0.01269, -2.10292, -2.37681)  -0.84
P (-0.37668, -0.95111, -1.15769)  0.60
P (-1.81384, -0.11215, 0.52393)  -0.07
S (-0.90427, 1.73335, 0.59661)  -0.08
C (0.38360, 1.58405, 1.93453)  -0.75
H (-0.49410, -3.00431, -2.28526)  0.23
H (0.95719, -1.82646, -2.68415)  0.23
H (0.57937, 0.08399, -1.27176)  -0.01
H (1.06142, 0.75669, 1.63225)  0.23
H (0.00669, 1.21688, 2.95148)  0.22
H (0.58792, 2.62199, 2.13687)  0.23


Pick P: it beats the second-best structure by 0.336 eV.


P | A molecular structure, CH2IOP, computed with ωB97M-V/def2-TZVPD.

Computed properties:
* HOMO-LUMO gap (alpha / beta): 7.50 / 7.50 eV
* lowest unoccupied orbital energy (alpha / beta): -2.33 / -2.33 eV

Each line ends with the natural charge from an NBO analysis.
Geometry (Å):
C (-0.24667, 0.45884, 0.21861)  -0.99
O (-0.00810, -2.23887, -1.06283)  -0.80
P (-0.16323, -1.34233, 0.64812)  1.11
I (1.74714, 1.10399, -0.26062)  0.16
H (-0.37617, 1.09159, 1.05656)  0.24
H (-0.95296, 0.92678, -0.59984)  0.29


Q | CH2IOP in the gas phase, computed with ωB97M-V/def2-TZVPD.

Computed properties:
* HOMO-LUMO gap: 9.30 eV
* lowest unoccupied orbital energy: -0.14 eV

Each line ends with the natural charge from an NBO analysis.
Geometry (Å):
C (-0.46260, -0.46670, 0.06170)  -0.89
O (0.33268, 2.02418, -0.80497)  -1.03
P (0.37455, 1.33910, 0.48446)  1.27
I (1.60140, -0.98161, -0.00304)  0.18
H (-1.02570, -1.02472, -0.74283)  0.26
H (-0.82033, -0.89025, 1.00469)  0.21


Pick Q: it beats the second-best structure by 2.661 eV.


P | A molecular structure, C5H11N2O, computed with ωB97M-V/def2-TZVPD.

Computed properties:
* HOMO-LUMO gap (alpha / beta): 9.25 / 7.63 eV
* ⟨S²⟩: 1.770
* lowest unoccupied orbital energy (alpha / beta): -0.84 / -2.21 eV
* 2S+1: 2

Each line ends with the natural charge from an NBO analysis.
Geometry (Å):
C (1.95511, 0.27996, 0.11604)  -0.12
O (2.86712, -0.24460, -0.72997)  -0.29
C (0.66251, -0.62690, 0.02839)  -0.39
C (-0.75558, -0.01504, -0.01492)  -0.43
C (-1.72525, -1.13198, 0.06305)  -0.31
N (-2.67756, 1.56005, 0.74727)  -0.18
C (-3.35564, 0.56965, 0.29691)  0.02
N (-3.08937, -0.69153, -0.19225)  -0.22
H (2.23720, 0.28331, 1.18206)  0.16
H (1.56282, 1.27492, -0.26753)  0.20
H (0.78363, -1.39913, 0.83553)  0.21
H (0.87009, -1.24192, -0.84199)  0.22
H (-0.79460, 0.73601, 0.88893)  0.25
H (-1.00725, 0.48636, -0.99959)  0.22
H (-1.57009, -1.50878, 1.08894)  0.23
H (-1.60405, -2.04590, -0.56091)  0.22
H (5.26446, 1.73558, -0.86296)  -0.01
H (4.75717, 1.13947, -0.73915)  0.01
H (-4.38070, 0.84046, -0.03785)  0.20


Q | A molecular structure, C5H11N2O, computed with ωB97M-V/def2-TZVPD.

Computed properties:
* HOMO-LUMO gap (alpha / beta): 9.42 / 7.77 eV
* ⟨S²⟩: 0.755
* lowest unoccupied orbital energy (alpha / beta): -0.07 / -1.73 eV
* 2S+1: 2

Each line ends with the natural charge from an NBO analysis.
Geometry (Å):
C (-2.37517, 0.80210, 0.46616)  -0.14
O (-3.49004, 1.49830, 0.34297)  -0.27
C (-1.71588, 0.11927, -0.83153)  -0.43
C (-0.72208, -1.06658, -0.49049)  -0.40
C (0.49129, -0.56581, 0.28748)  -0.29
N (3.37228, 0.00129, 0.90298)  -0.67
C (2.81076, 0.21114, -0.26668)  0.04
N (1.38120, -0.05945, -0.80160)  -0.46
H (-2.48522, 0.07940, 1.26292)  0.18
H (-1.48716, 1.40206, 0.79822)  0.24
H (-2.58228, -0.26814, -1.36864)  0.22
H (-1.22713, 0.86911, -1.48276)  0.22
H (-1.19659, -1.89196, 0.18941)  0.21
H (-0.22714, -1.42863, -1.33235)  0.23
H (0.05226, 0.07438, 1.17181)  0.20
H (1.14733, -1.35548, 0.73947)  0.20
H (2.76916, 0.15349, 1.72971)  0.34
H (3.57973, 0.38058, -1.04073)  0.21
H (1.90468, 1.04492, -0.27633)  0.38


Pick Q: it beats the second-best structure by 0.904 eV.


P | C5H6S in the gas phase, computed with ωB97M-V/def2-TZVPD.

Computed properties:
* HOMO-LUMO gap (alpha / beta): 5.88 / 5.87 eV
* lowest unoccupied orbital energy (alpha / beta): -1.46 / -1.46 eV

Each line ends with the natural charge from an NBO analysis.
Geometry (Å):
C (-1.36187, 1.39434, 0.15626)  -0.38
C (-0.00862, 0.95882, 0.23419)  -0.34
C (-2.51910, 0.68187, 0.00935)  -0.28
C (0.52438, -0.25475, 0.26615)  0.39
C (0.95140, -1.63036, -0.01354)  -0.75
S (-2.38444, -0.95777, -0.25763)  -0.20
H (-1.59689, 2.44112, 0.04936)  0.21
H (0.64231, 1.89169, 0.20967)  0.30
H (-3.47150, 1.17687, 0.08857)  0.22
H (1.41043, -1.55910, -1.06064)  0.25
H (1.67662, -1.86575, 0.83381)  0.25
H (0.02311, -2.22971, 0.08614)  0.34


Q | C5H6S in the gas phase, computed with ωB97M-V/def2-TZVPD.

Computed properties:
* HOMO-LUMO gap: 8.87 eV
* lowest unoccupied orbital energy: 1.00 eV
* structure (SMILES): C1=C[C@H]2C[C@H]2S1

Each line ends with the natural charge from an NBO analysis.
Geometry (Å):
C (-1.60546, 0.74994, 0.12041)  -0.36
C (-0.37293, 1.23718, -0.14907)  -0.22
C (0.74365, 0.28547, -0.41031)  -0.27
C (1.03836, -0.74058, 0.62464)  -0.41
C (0.12782, -1.06400, -0.51243)  -0.35
S (-1.63449, -0.98925, -0.05114)  0.24
H (-2.47679, 1.22339, 0.50957)  0.23
H (-0.25406, 2.32186, -0.01712)  0.22
H (1.56643, 0.56458, -1.06151)  0.23
H (0.55806, -0.69120, 1.58420)  0.22
H (2.08345, -1.06098, 0.61875)  0.22
H (0.22596, -1.83640, -1.25597)  0.24


R | 2 unconnected molecules or ions with the total composition C5H6S, computed with ωB97M-V/def2-TZVPD.

Computed properties:
* HOMO-LUMO gap: 9.67 eV
* lowest unoccupied orbital energy: 0.58 eV
* structure (SMILES): SC1=C=C1.C=C

Each line ends with the natural charge from an NBO analysis.
Geometry (Å):
S (3.00276, 1.05390, -0.12362)  0.17
C (2.12715, -0.35982, 0.04822)  -0.23
C (1.55926, -1.44404, 0.91765)  -0.08
C (1.16584, -1.23814, -0.39776)  -0.24
H (3.50856, 0.72028, 1.12992)  0.16
H (0.53234, -1.51535, -1.16310)  0.23
C (-2.16791, 0.87576, -0.57603)  -0.39
C (-1.86090, 0.13050, 0.52062)  -0.39
H (-1.28079, 1.35659, -1.11779)  0.19
H (-3.20478, 1.11025, -0.89579)  0.20
H (-0.82607, -0.14537, 0.65879)  0.19
H (-2.55547, -0.54456, 0.99888)  0.20


Pick Q: it beats the second-best structure by 3.253 eV.